1.
Entry from the Open Molecules 2025 dataset: C31H36N3W as an isolated structure (wB97M-V/def2-TZVPD).

CARTESIAN COORDINATES (ANGSTROEM)
C: 1.4566 0.8334 -1.7245
C: 1.8596 -0.5233 -1.9167
C: 2.7260 -0.8882 -0.8321
C: 2.8739 0.2409 0.0341
C: 2.1138 1.3154 -0.5113
W: 0.5948 -0.2519 0.0469
C: 0.7308 -2.4049 2.4857
C: 0.0278 -1.0880 2.1256
H: -1.0607 -1.1310 2.2682
C: 0.6265 0.2229 2.1546
H: 1.6232 0.3601 2.5701
H: -0.0401 1.0639 2.3819
C: -0.0681 -3.1348 3.5880
H: -1.0601 -3.4292 3.2292
H: 0.4415 -4.0448 3.9267
H: -0.2095 -2.4883 4.4632
C: 2.1488 -2.1586 3.0047
H: 2.7658 -1.6603 2.2462
H: 2.1402 -1.5232 3.8997
H: 2.6566 -3.0940 3.2660
C: 1.5743 -1.3195 -3.1397
H: 0.5113 -1.3198 -3.3980
H: 2.1200 -0.9114 -3.9998
H: 1.8891 -2.3556 -3.0134
C: 3.5315 -2.1302 -0.7739
H: 2.9505 -2.9773 -1.1389
H: 4.4478 -2.0750 -1.3800
H: 3.8391 -2.3640 0.2482
C: 3.8937 0.4467 1.1021
H: 4.3046 -0.4986 1.4531
H: 4.7432 1.0451 0.7393
H: 3.4849 0.9865 1.9613
C: 2.0115 2.7124 0.0864
H: 2.2191 2.7245 1.1646
H: 2.6472 3.4027 -0.4624
H: 1.0206 3.2015 0.0158
C: 0.5888 1.6306 -2.6359
H: 0.0750 2.4648 -2.1473
H: 1.1790 2.1098 -3.4230
H: -0.1951 1.0272 -3.1111
C: 0.1347 -2.8360 0.0547
C: 0.7838 -3.2917 1.2163
C: 0.1680 -3.6279 -1.1174
C: 1.4724 -4.5043 1.1957
H: -0.6554 -2.0216 0.1138
C: 0.8333 -4.8433 -1.1264
H: -0.3825 -3.2712 -1.9879
C: 1.4998 -5.2812 0.0279
H: 1.9910 -4.8673 2.0915
H: 0.8347 -5.4655 -2.0279
H: 2.0289 -6.2324 0.0239
N: -8.4451 5.6288 -1.3025
C: -7.3789 5.1521 -1.1669
C: -6.1020 4.5576 -1.0036
C: -5.7325 4.1091 0.2777
C: -4.5534 3.4166 0.4276
C: -3.8093 3.1534 -0.7332
C: -4.0599 3.7398 -1.9879
C: -5.2629 4.4086 -2.1242
N: -2.6821 2.3174 -0.5778
C: -1.4038 2.8527 -0.5463
C: -0.6446 1.8065 -0.1696
N: -1.3998 0.6461 -0.0187
C: -2.6734 1.0250 -0.1088
H: -6.3474 4.2422 1.1760
H: -4.1649 3.0161 1.3746
H: -3.3629 3.5675 -2.8222
H: -5.5598 4.7913 -3.1086
H: -1.1594 3.8444 -0.9125
H: 0.3937 1.6381 -0.0569
H: -3.5441 0.3129 0.0656

Properties
- frontier orbital gap (alpha / beta) (eV) = 4.2818 / 4.1494
- net charge = +3
- largest force on an atom (Eh/bohr) = 0.0762
- LUMO energy (alpha / beta) (eV) = -12.2 / -12.3

***

2.
Entry from the Open Molecules 2025 dataset: C31H36N8O4STi as an isolated structure (wB97M-V/def2-TZVPD).

CARTESIAN COORDINATES (ANGSTROEM)
Ti: 1.0545 -0.2296 -0.8063
C: 0.3735 5.8343 -2.2974
C: -0.3722 4.5600 -2.6564
N: 0.5329 3.4335 -2.8922
C: 0.9169 2.5891 -1.9521
S: 2.0262 1.2888 -2.4520
N: 0.5103 2.7344 -0.7041
N: 1.0530 1.7313 0.0308
C: 1.3742 1.8872 1.2624
C: 1.0538 3.1015 2.0607
C: 2.3397 0.8607 1.7053
C: 3.0360 0.9473 2.8944
C: 4.1265 0.1088 3.0980
C: 4.4932 -0.7669 2.0955
C: 3.7202 -0.8234 0.9451
N: 2.6530 -0.0511 0.7570
H: -0.3330 6.6508 -2.1513
H: 1.0629 6.1230 -3.0905
H: 0.9401 5.7015 -1.3758
H: -0.9628 4.6878 -3.5627
H: -1.0499 4.2681 -1.8555
H: 0.9101 3.2952 -3.8159
H: 1.8876 3.8073 2.0159
H: 0.8846 2.8536 3.1083
H: 0.1771 3.5965 1.6512
H: 2.7639 1.6867 3.6341
H: 4.6975 0.1709 4.0146
H: 5.3614 -1.4029 2.1877
H: 3.9772 -1.5011 0.1443
O: -1.3489 0.6235 -3.0807
C: -1.6109 0.6270 -1.9132
O: -0.7641 0.1380 -0.9671
C: -2.9123 1.0750 -1.3397
C: -4.0203 1.2385 -2.1683
C: -5.2469 1.6000 -1.6291
C: -5.3894 1.7807 -0.2593
C: -4.2720 1.6100 0.5383
C: -3.0345 1.2918 0.0208
N: -4.3931 1.7133 2.0003
O: -5.3804 2.2087 2.4647
O: -3.4792 1.2287 2.6753
H: -3.9109 1.0718 -3.2318
H: -6.1047 1.7240 -2.2749
H: -6.3410 2.0370 0.1847
H: -2.1807 1.2365 0.6715
N: 3.5495 -1.5473 -2.5359
C: 2.3651 -2.1072 -2.9759
C: 2.3747 -3.1514 -3.9056
C: 1.1916 -3.7556 -4.2497
C: 0.0010 -3.3176 -3.6659
C: 0.0631 -2.2951 -2.7621
N: 1.2226 -1.6870 -2.4121
H: 4.3636 -1.8348 -3.0593
H: 3.5491 -0.5475 -2.3810
H: 3.3130 -3.4615 -4.3447
H: 1.1846 -4.5598 -4.9731
H: -0.9490 -3.7679 -3.9105
H: -0.8249 -1.9298 -2.2692
C: -0.3717 -0.4119 3.4472
N: -1.6005 -1.1059 2.9883
C: -2.0194 -2.1515 3.9639
C: -1.4836 -1.5616 1.5411
C: -0.3390 -2.4793 1.2142
C: -0.4238 -3.8020 1.6679
C: 0.5658 -4.7270 1.4022
C: 1.6528 -4.3345 0.6367
C: 1.7083 -3.0419 0.1444
C: 0.7357 -2.0635 0.4040
H: -0.5322 -0.0362 4.4547
H: -0.1687 0.4142 2.7692
H: 0.4552 -1.1183 3.4306
H: -2.3627 -0.4175 2.9647
H: -1.1940 -2.8356 4.1333
H: -2.8820 -2.6821 3.5699
H: -2.2874 -1.6574 4.8947
H: -1.3829 -0.6432 0.9751
H: -2.4499 -2.0054 1.2971
H: -1.3049 -4.1283 2.2055
H: 0.4773 -5.7433 1.7613
H: 2.4371 -5.0408 0.3959
H: 2.5472 -2.8128 -0.5014

Properties
- frontier orbital gap (eV) = 7.2065
- net charge = +2
- largest force on an atom (Eh/bohr) = 0.0170
- relative energy (zero: lowest compared OMol25 entry of this formula, charge and spin) (eV) = 1.2145
- LUMO energy (eV) = -6.4